A 2-piece molecular cluster, C4H14N2O overall in a non-equilibrium geometry, computed with ωB97M-V with the def2-TZVPD basis set.

The geometry in XYZ format:
```
21
Properties=species:S:1:pos:R:3
O -2.895 3.738 -1.679
N -0.257 -2.623 -1.729
N 0.215 -0.839 0.198
C 0.709 -1.748 -0.928
C 1.329 1.317 0.808
C 0.394 -0.425 2.440
C 1.089 -0.213 1.135
H 1.309 -1.170 -1.713
H 2.286 1.651 1.250
H -0.937 -3.075 -1.076
H -0.523 -0.192 -0.121
H 0.832 0.101 3.193
H 0.621 1.922 1.371
H 1.522 1.722 -0.218
H 2.093 -0.695 1.181
H -1.966 3.412 -1.774
H 0.307 -1.412 2.884
H -3.361 3.046 -1.197
H 1.432 -2.411 -0.385
H -0.644 -0.156 2.432
H -0.644 -1.992 -2.403
```

Properties
strongest force on any atom: 4.12 eV Å⁻¹
energy relative to the best compared isomer or geometry (same formula, charge and spin): 2.334 eV
lowest unoccupied orbital energy: 0.45 eV
net charge: 0
SMILES string: CC(C)NCN.O
frontier orbital gap: 8.9419 eV